[1]
{
  "formula": "C28H35Br51F3N5O5P3S",
  "method": "ωB97M-V/def2-TZVPD",
  "symbols": ["N", "P", "C", "P", "O", "O", "O", "N", "C", "N", "S", "N", "C", "C", "O", "C", "F", "F", "F", "C", "C", "C", "N", "C", "C", "C", "P", "O", "H", "H", "H", "H", "H", "H", "H", "H", "H", "H", "H", "H", "H", "H", "H", "H", "H", "H", "C", "Br", "Br", "Br", "H", "C", "Br", "Br", "Br", "H", "C", "Br", "Br", "Br", "H", "C", "Br", "Br", "Br", "H", "C", "Br", "Br", "Br", "H", "C", "Br", "Br", "Br", "H", "C", "Br", "Br", "Br", "H", "C", "Br", "Br", "Br", "H", "C", "Br", "Br", "Br", "H", "C", "Br", "Br", "Br", "H", "C", "Br", "Br", "Br", "H", "C", "Br", "Br", "Br", "H", "C", "Br", "Br", "Br", "H", "C", "Br", "Br", "Br", "H", "C", "Br", "Br", "Br", "H", "C", "Br", "Br", "Br", "H", "C", "Br", "Br", "Br", "H"],
  "coordinates": [[0.76141, 1.46971, 0.12940], [1.70376, 2.21239, -0.96777], [0.66853, 2.33560, -2.59976], [0.87978, 0.64773, -3.43144], [2.39724, 0.29939, -3.38813], [0.43256, 0.58239, -5.06854], [0.12046, -0.58303, -2.51286], [1.23798, 3.48807, -3.36519], [0.32315, 3.85236, -4.45329], [0.74771, 4.85737, -5.25724], [-0.20112, 5.38084, -6.64450], [-0.94462, 3.24461, -4.79721], [-1.73723, 2.71194, -3.65907], [-3.03050, 3.71311, -3.58289], [-3.96571, 3.33209, -2.54509], [-5.23832, 3.92932, -2.72583], [-5.24063, 5.06030, -3.57212], [-5.70121, 4.39991, -1.45893], [-6.10873, 2.89746, -3.17742], [-2.42402, 1.27370, -3.93228], [-2.86288, 0.30249, -2.77547], [-3.54821, -1.03721, -3.14447], [-3.84127, -1.53133, -4.44811], [-3.47232, -0.63903, -5.50231], [-2.77210, 0.73795, -5.37153], [-0.87855, 2.73201, -2.28569], [-1.01378, 4.40698, -1.34606], [-0.48425, 4.29938, 0.11994], [0.61000, 2.10960, 0.94993], [2.10792, 3.54736, -0.55666], [2.89680, 1.44194, -1.12409], [1.18187, 0.96586, -5.57909], [0.84588, -1.16683, -2.15375], [2.13291, 3.14409, -3.76743], [1.65065, 5.31913, -5.04794], [-0.54584, 6.69031, -6.27995], [-0.92336, 2.64868, -5.63212], [-3.55982, 3.55874, -4.60159], [-2.72213, 4.81934, -3.56739], [-2.71577, 0.56188, -1.68029], [-3.85446, -1.70843, -2.25940], [-3.71018, -0.98125, -6.57324], [-2.51804, 1.38970, -6.27933], [-1.22281, 1.96033, -1.51867], [-2.39510, 4.81875, -1.18496], [-0.32323, 5.40918, -2.10672], [-4.43475, -5.03377, -4.79206], [-4.30487, -5.69969, -2.97416], [-2.68080, -4.79253, -5.58888], [-5.58094, -6.14561, -5.89206], [-4.89948, -4.04972, -4.73945], [-1.02358, 5.94273, 3.15214], [-1.13467, 4.14957, 3.87997], [-2.70619, 6.89327, 3.31967], [0.45047, 6.94429, 3.91930], [-0.81931, 5.84126, 2.08689], [-7.44521, -0.11280, -7.14037], [-5.81879, 0.15603, -6.11205], [-7.24614, 0.48559, -8.97436], [-8.05444, -1.95048, -7.04099], [-8.21866, 0.50485, -6.68582], [4.52087, 0.12459, 2.15625], [6.40728, 0.33590, 1.77041], [3.62635, 1.84560, 2.32462], [3.65863, -1.03866, 0.86169], [4.44912, -0.36748, 3.12667], [0.41096, -0.45986, 3.43658], [0.72300, -2.33779, 3.06270], [0.99108, 0.03066, 5.22696], [1.19674, 0.68484, 2.06954], [-0.66662, -0.30158, 3.39602], [-5.77957, 9.24295, 5.16387], [-4.17693, 9.49710, 6.22802], [-5.53327, 9.84118, 3.33382], [-6.41827, 7.41243, 5.24491], [-6.55465, 9.86990, 5.60171], [7.15170, -1.09594, 5.89385], [6.84971, 0.78293, 5.51970], [5.76731, -2.21557, 5.11978], [8.92460, -1.66413, 5.35249], [7.09389, -1.21916, 6.97573], [-0.80519, -8.06473, -4.81463], [-0.64604, -8.73161, -3.00018], [0.92951, -7.81370, -5.64549], [-1.96733, -9.18053, -5.89389], [-1.27365, -7.08351, -4.75317], [0.56904, -0.89753, -8.12519], [0.73959, -1.68508, -9.88758], [0.08809, 0.98311, -8.22039], [-0.65329, -1.89973, -7.00202], [1.55014, -0.95134, -7.65572], [-3.60310, 13.63254, 3.95979], [-3.54665, 14.79951, 5.50761], [-4.87432, 14.25529, 2.63335], [-1.84067, 13.36056, 3.19671], [-3.95380, 12.66096, 4.30564], [0.16873, -3.29478, 8.16657], [0.21147, -2.14923, 9.73099], [-1.10877, -2.66695, 6.84903], [1.93466, -3.53467, 7.39990], [-0.17077, -4.27460, 8.49813], [-0.09599, -4.01414, -0.40241], [1.79740, -3.86349, -0.79942], [-0.92666, -2.27966, -0.16583], [-1.02798, -5.06836, -1.73516], [-0.18137, -4.54144, 0.54690], [7.73430, -4.35139, 9.00129], [9.62697, -4.14941, 8.63450], [6.84349, -2.63503, 9.16538], [6.86479, -5.49330, 7.69715], [7.64848, -4.84795, 9.96699], [-5.90249, -5.87320, -9.58972], [-6.53651, -4.38895, -8.51282], [-6.89218, -7.50104, -9.22562], [-5.89575, -5.44029, -11.48025], [-4.86873, -6.05769, -9.30128], [10.83393, -7.30369, 11.21386], [9.49752, -6.23020, 12.12299], [11.31053, -8.88013, 12.23740], [10.29029, -7.75570, 9.40790], [11.73172, -6.69294, 11.13282], [-4.29889, 1.20232, 4.27208], [-4.24494, 2.36558, 5.82210], [-5.56708, 1.82696, 2.94363], [-2.53372, 0.93343, 3.51153], [-4.64927, 0.23014, 4.61501], [13.15575, -11.46465, 9.27216], [14.73304, -11.19918, 10.36946], [13.42110, -10.82215, 7.46131], [12.55885, -13.30973, 9.30253], [12.35878, -10.86453, 9.70953]],
  "mulliken_charge": [-0.415, -0.129, 0.672, 0.675, -0.816, -0.160, 0.072, -0.391, 0.289, -0.190, -0.103, 0.532, 0.531, -1.120, -0.186, 0.740, -0.248, -0.231, -0.194, 0.992, -0.384, -0.864, 0.089, -1.880, -0.289, -1.598, 0.352, -0.442, 0.227, 0.152, 0.204, 0.290, 0.146, 0.507, 0.293, 0.222, 0.093, 0.503, 0.395, 0.589, 0.324, 0.761, 0.073, 0.781, 0.156, 0.012, -0.121, -0.054, 0.032, 0.001, 0.205, -0.030, 0.085, 0.037, -0.037, -0.050, -0.419, 0.227, -0.030, -0.072, 0.366, -0.016, -0.025, -0.136, -0.028, 0.074, 0.250, -0.010, -0.033, 0.525, -0.593, -0.354, -0.008, -0.033, -0.036, 0.405, 0.105, -0.052, 0.079, -0.014, -0.111, 0.369, -0.032, -0.022, -0.027, -0.337, -0.392, -0.010, -0.080, 0.041, 0.381, 0.043, 0.000, -0.009, -0.010, -0.019, -0.359, -0.015, -0.018, 0.000, 0.358, -0.516, -0.080, -0.008, 0.069, 0.430, -0.187, 0.019, -0.052, 0.004, 0.231, -0.355, 0.116, -0.019, -0.054, 0.345, -0.302, -0.043, -0.045, 0.003, 0.400, -0.376, -0.023, -0.049, 0.107, 0.382, -0.091, -0.004, -0.012, -0.004, 0.097],
  "homo_ev": -9.448,
  "e_tot_ev": -3666291.384,
  "homo_lumo_gap_ev": 4.5,
  "total_charge": 1,
  "max_force_ev_per_a": 7.43
}

=====

[2]
{
  "formula": "C4H6NO2S",
  "method": "ωB97M-V/def2-TZVPD",
  "symbols": ["C", "C", "C", "C", "N", "O", "O", "S", "H", "H", "H", "H", "H", "H"],
  "coordinates": [[4.48209, -1.41530, -0.91724], [-1.01157, 1.15868, -0.14791], [-2.24734, 1.07858, 0.67233], [-1.14937, 0.00673, 0.82494], [3.47226, -1.03738, -0.58769], [-2.41459, -1.34005, -0.83977], [2.34726, -0.78991, -0.20712], [-1.56436, -1.58485, 0.31968], [5.54283, -1.56320, -1.10881], [-1.15095, 1.01687, -1.30229], [-0.19322, 1.88378, 0.06819], [-2.60380, 1.76307, 1.50590], [-2.99949, 0.73539, 0.05641], [-0.50973, 0.08757, 1.66338]],
  "mulliken_charge": [-0.161, -0.347, -0.558, -0.107, 0.359, -0.289, -0.578, 0.705, 0.397, 0.231, 0.281, 0.279, 0.326, 0.461],
  "homo_ev": -13.155,
  "e_tot_ev": -20651.977,
  "homo_lumo_gap_ev": 5.2,
  "total_charge": 1,
  "max_force_ev_per_a": 3.79,
  "relative_energy_kj_mol": 586.2
}